(1)
15
Properties=species:S:1:pos:R:3 method="wB97M-V/def2-TZVPD" total_charge=0 gap_ev=8.5 homo_ev=-7.711
C 1.24 -0.06 -0.02
C 0.53 1.13 0.07
C -0.84 0.72 -0.16
H 2.90 0.69 0.48
H 3.21 -0.30 -0.65
H 0.97 2.10 0.15
H -1.90 2.32 0.03
H -2.51 -0.64 0.77
H -2.46 -1.78 -0.41
H 0.58 -2.05 -0.33
N 2.63 -0.23 0.17
N -1.97 1.30 -0.01
N -0.86 -0.66 -0.37
N -1.90 -1.40 0.34
N 0.38 -1.13 -0.05

(2)
15
Properties=species:S:1:pos:R:3 method="wB97M-V/def2-TZVPD" total_charge=0 gap_ev=7.9 homo_ev=-7.907
C -0.70 -0.68 -0.56
C 0.68 -0.49 -1.08
C -0.48 0.61 0.77
N 1.22 0.61 -0.27
N -0.14 0.07 2.00
N -1.75 -0.88 -1.25
N 1.38 -1.44 -1.56
N -1.21 1.66 0.63
H 1.11 1.59 -0.49
H 2.05 0.38 0.26
H -0.71 0.48 2.74
H -0.15 -0.94 2.03
H -1.49 -1.12 -2.22
H -2.19 1.42 0.46
H 2.38 -1.28 -1.46

(3)
15
Properties=species:S:1:pos:R:3 method="wB97M-V/def2-TZVPD" total_charge=0 gap_ev=8.8 homo_ev=-7.916
C -0.25 -0.93 -0.88
C -1.28 1.32 -1.27
C 1.48 -0.31 2.16
N 0.67 -1.32 0.26
N -0.01 0.71 0.70
N -0.40 -1.69 -1.86
N -0.61 0.37 -0.47
N 0.70 -0.29 0.99
H -1.54 2.13 -0.49
H -0.67 1.52 -2.16
H -2.30 1.01 -1.72
H 1.20 -0.95 2.93
H 1.67 0.67 2.33
H 2.44 -0.70 2.00
H -1.12 -1.53 -2.53

(4)
17
Properties=species:S:1:pos:R:3 method="wB97M-V/def2-TZVPD" smiles="O=C(O)n1ncnn1.CN" total_charge=0 gap_ev=10.1 homo_ev=-9.761
C 1.93 1.75 1.44
N 0.59 1.24 1.17
H 2.65 0.92 1.40
H 2.21 2.46 0.65
H 2.03 2.25 2.41
H -0.09 1.99 1.13
H 0.29 0.58 1.89
C 0.33 -0.46 -1.24
O 0.61 0.40 -2.02
N -1.04 -0.90 -1.09
N -1.42 -2.00 -0.46
C -2.72 -1.95 -0.59
N -3.11 -0.85 -1.28
N -2.04 -0.22 -1.61
H -3.41 -2.68 -0.17
O 1.13 -1.40 -0.78
H 2.05 -1.11 -0.85

(5)
12
Properties=species:S:1:pos:R:3 method="wB97M-V/def2-TZVPD" s2=0.753 total_charge=-1 gap_ev="4.5 / 7.9" multiplicity=2 homo_ev="0.377 / -3.408"
O -0.62 1.30 -1.88
C -0.75 0.18 -1.30
C 0.17 -0.30 -0.21
C 0.70 0.82 0.66
N -0.42 -1.43 0.52
H -1.26 -0.66 -1.80
H 1.05 -0.70 -0.75
H 0.61 1.80 0.18
H 1.78 0.71 0.88
H 0.18 0.92 1.62
H -1.41 -1.21 0.63
H -0.04 -1.43 1.47

(6)
12
Properties=species:S:1:pos:R:3 method="wB97M-V/def2-TZVPD" total_charge=0 gap_ev=9.6 homo_ev=-8.859
O 1.53 0.48 0.88
C 1.16 -0.60 0.07
C -0.16 -0.30 -0.65
C -1.28 0.23 0.30
N -0.39 0.99 -1.03
H 1.22 1.26 0.38
H 1.09 -1.50 0.70
H 1.89 -0.80 -0.72
H -0.52 -1.12 -1.29
H -0.92 0.23 1.32
H -2.21 -0.30 0.11
H -1.49 1.31 0.02

(7)
12
Properties=species:S:1:pos:R:3 method="wB97M-V/def2-TZVPD" smiles="[H]/N=C/O.C=C" total_charge=0 gap_ev=9.2 homo_ev=-8.237
C 0.89 -0.55 -1.05
C -0.37 0.06 -1.14
N -0.94 0.72 0.64
C -0.20 0.29 1.62
O 1.06 0.07 1.47
H 1.73 -0.05 -1.53
H 0.94 -1.64 -1.03
H 1.16 -0.18 0.35
H -1.27 -0.55 -1.21
H -0.46 1.04 -1.59
H -1.93 0.73 0.86
H -0.61 0.07 2.62

(8)
12
Properties=species:S:1:pos:R:3 method="wB97M-V/def2-TZVPD" smiles="CNCC=O" total_charge=0 gap_ev=10.1 homo_ev=-9.083
C 0.57 0.91 1.50
C -0.13 -0.99 0.11
C -0.82 -0.39 -1.13
H -0.13 0.74 2.36
H 0.09 1.61 0.82
H 1.49 1.43 1.91
H 1.66 -0.80 1.19
H -1.01 -1.24 0.80
H 0.31 -1.93 -0.22
H -1.60 -1.04 -1.53
N 0.97 -0.23 0.65
O -0.66 0.70 -1.60

(9)
12
Properties=species:S:1:pos:R:3 method="wB97M-V/def2-TZVPD" total_charge=0 gap_ev=10.9 homo_ev=-9.924
C -0.68 0.44 1.58
O -0.19 0.84 0.32
C 0.62 -0.14 -0.38
C -0.07 -0.10 -1.69
N 1.43 -0.82 0.29
H -1.42 -0.37 1.49
H 0.18 0.11 2.15
H -1.16 1.32 2.03
H -0.94 0.35 -0.92
H 0.08 -0.98 -2.35
H 0.14 0.81 -2.25
H 2.01 -1.45 -0.25

(10)
12
Properties=species:S:1:pos:R:3 method="wB97M-V/def2-TZVPD" total_charge=0 gap_ev=9.3 homo_ev=-8.656
C 0.15 -0.03 0.00
C -1.06 -0.84 0.06
C -0.02 1.51 -0.06
N 1.33 -0.53 0.00
O 2.47 -0.06 0.00
H -1.81 -0.83 -0.69
H -0.55 -1.90 -0.15
H -1.62 -1.01 0.90
H -0.50 1.89 -0.88
H -0.60 1.77 0.86
H 0.92 1.92 -0.05
H 1.29 -1.90 -0.01

(11)
12
Properties=species:S:1:pos:R:3 method="wB97M-V/def2-TZVPD" smiles="CNC(C)=O" total_charge=0 gap_ev=10.4 homo_ev=-9.559
C -0.23 1.76 0.78
C 0.15 -0.50 -0.34
C -0.48 -1.28 0.80
H -0.82 1.09 1.45
H -0.86 2.58 0.43
H 0.71 2.14 1.39
H 0.57 1.22 -1.16
H 0.18 -1.27 1.69
H -1.48 -0.78 1.13
H -0.60 -2.29 0.45
N 0.16 0.88 -0.31
O 0.57 -1.09 -1.33

(12)
12
Properties=species:S:1:pos:R:3 method="wB97M-V/def2-TZVPD" smiles="CCC(N)=O" total_charge=0 gap_ev=10.6 homo_ev=-9.699
C -0.42 1.08 0.86
C -0.87 0.12 -0.19
C 0.05 -1.06 -0.52
N 1.40 -0.84 -0.38
O -0.33 -2.11 -0.97
H -0.97 2.02 0.83
H -0.36 0.68 1.87
H 0.61 1.42 0.68
H -1.04 0.57 -1.18
H -1.82 -0.32 0.12
H 1.79 0.07 -0.49
H 1.96 -1.64 -0.62